[1]
The following is a DFT calculation (wB97M-V/def2-TZVPD) of 2 unconnected molecules or ions with the total composition C5H14S at a distorted geometry.

The geometry in ORCA input format:
```
! wB97M-V def2-TZVPD RIJCOSX def2/J DEFGRID3
* xyz 0 1
C -1.2993 -0.6171 1.4610
C -1.9687 -0.5843 0.1740
C 0.7105 -2.1086 -0.1708
S 0.5006 -1.1242 1.3735
H -1.3571 0.2686 2.0550
H -1.5908 -1.2879 2.2260
H -2.2677 -1.5385 -0.2433
H -1.2704 -0.1672 -0.5498
H 0.9763 -3.1395 0.1092
H -0.1850 -2.1197 -0.8173
H 1.4291 -1.7501 -0.9454
H -2.8995 0.0690 0.2019
C 0.6028 2.3640 -0.5173
C 1.6885 1.2461 -0.7946
H 0.9277 3.0986 -1.3906
H -0.2860 1.9093 -0.5867
H 0.7265 2.7019 0.4516
H 2.0013 1.1057 -1.8296
H 1.1373 0.4370 -0.2833
H 2.4239 1.2370 0.0767
*
```

Properties
energy relative to the best compared isomer or geometry (same formula, charge and spin) = 51.7 kcal per mole
gap between HOMO and LUMO = 9.272 eV
HOMO = -8.4 eV
structure (SMILES) = CCSC.CC

Here are the Löwdin charges for atoms 1 to 5, given in e: -0.521, -0.188, -0.402, 0.788, 0.063

---

[2]
The following is a DFT calculation (wB97M-V/def2-TZVPD) of a molecular structure, C5H15Ag2BrN3O2 at a distorted geometry.

The geometry in ORCA input format:
```
! wB97M-V def2-TZVPD RIJCOSX def2/J DEFGRID3
* xyz 1 1
Ag -2.4041 -2.5554 -4.2319
Ag 0.9220 -1.0068 -4.3702
Br -0.7673 -1.5583 -2.1090
C -0.9399 2.3111 0.7637
C 0.3315 2.3749 -0.0566
C 1.5316 1.6273 0.5403
O 2.6736 1.8067 -0.2790
C 3.7053 0.8823 -0.0790
N 0.0553 1.7697 -1.3956
H -1.0795 1.2517 1.0090
H -1.7080 2.7914 0.1674
H -0.8295 2.7062 1.7754
H 0.6227 3.3842 -0.3630
H 1.2827 0.5591 0.5920
H 1.8421 2.0421 1.5061
H 3.3092 -0.1407 -0.0261
H 4.2419 0.9485 0.8761
H 4.4471 1.0094 -0.8635
H 0.0003 0.7686 -1.2131
H 0.9705 1.9505 -1.8095
C -2.2766 -2.9314 1.7539
O -2.3715 -3.1726 2.9463
N -1.1927 -3.2028 0.9530
N -3.3298 -2.4464 1.0338
H -0.4723 -3.8325 1.2564
H -1.2378 -2.9722 -0.0194
H -4.1540 -2.2009 1.5541
H -3.1731 -2.1638 0.0883
*
```

Properties
gap between HOMO and LUMO = 5.431 eV
HOMO = -11.9 eV

Here are the Löwdin charges for atoms 1 to 5, given in e: 0.636, 0.657, -0.039, -0.054, -0.426

---

[3]
The following is a DFT calculation (wB97M-V/def2-TZVPD) of a molecular structure, C5H15AsF6IN3Zn.

The geometry in ORCA input format:
```
! wB97M-V def2-TZVPD RIJCOSX def2/J DEFGRID3
* xyz 1 2
Zn -0.0977 -0.6147 -0.5182
N 0.8198 -1.4739 1.1724
C 1.4723 -0.3311 1.8568
C 2.3653 0.4159 0.8740
N 1.6455 0.7389 -0.3795
C 1.1797 2.1304 -0.5941
C -0.3466 2.2399 -0.6388
N -0.9359 1.1124 -1.4006
H 0.0680 -1.8525 1.7476
H 1.4862 -2.2251 1.0228
H 2.0623 -0.6574 2.7133
H 0.6793 0.3175 2.2248
H 3.2233 -0.2072 0.6148
H 2.7579 1.3188 1.3436
H 2.2403 0.4861 -1.1564
H 1.6081 2.4942 -1.5289
H 1.5559 2.7776 0.1986
H -0.6226 3.2021 -1.0696
H -0.7627 2.1925 0.3644
H -0.8160 1.2482 -2.3994
H -1.9392 1.0631 -1.2251
F -1.9772 -1.6071 -0.3429
As -2.9056 -0.8294 1.0084
F -2.1446 -1.9680 2.0577
F -1.4107 0.1579 1.1702
F -3.6254 0.0028 2.2936
F -3.4327 0.3304 -0.1534
F -4.2113 -1.8602 0.6976
I -0.7666 -3.2937 -2.6942
C 0.6075 -1.8842 -2.2896
H 0.6881 -1.1306 -3.0659
H 1.5352 -2.2939 -1.9039
*
```

Properties
energy relative to the best compared isomer or geometry (same formula, charge and spin) = 0.0 kcal per mole
gap between HOMO and LUMO (spin up / spin down) = 9.704 / 7.561 eV
HOMO (spin up / spin down) = -12.9 / -13.7 eV
⟨S²⟩ = 0.756

Here are the Löwdin charges for atoms 1 to 5, given in e: 0.632, 0.004, -0.200, -0.168, -0.096

---

[4]
The following is a DFT calculation (wB97M-V/def2-TZVPD) of a molecular structure, C5H15BFN2OPTm at a distorted geometry.

The geometry in ORCA input format:
```
! wB97M-V def2-TZVPD RIJCOSX def2/J DEFGRID3
* xyz 3 3
N 3.0842 -1.9606 -0.1097
C 2.8737 -0.9367 -1.0972
C 2.8906 0.4451 -0.3339
C 1.5090 1.1101 -0.3433
C 0.4498 0.5189 0.6251
C -0.7374 1.5238 0.5665
P -2.3302 0.9458 1.2811
F -3.2607 2.2112 1.1281
B -3.1960 -0.3383 0.1148
N -3.5309 -0.1499 -1.2263
O -3.5986 -1.6421 0.7124
H 4.0899 -2.1538 -0.0124
H 2.7768 -1.7013 0.8343
H 1.9191 -1.0401 -1.6084
H 3.6657 -1.0049 -1.8327
H 3.5657 1.1168 -0.8618
H 3.2544 0.3770 0.6919
H 1.0899 1.1686 -1.3431
H 1.6556 2.1292 0.0129
H 0.8832 0.5463 1.6225
H 0.1566 -0.4969 0.3459
H -0.4329 2.4019 1.1272
H -0.8269 1.8009 -0.4813
H -4.1641 -0.8650 -1.5796
H -3.9661 0.7682 -1.3380
H -2.8284 -2.0013 1.1892
Tm -4.9920 -2.7729 1.9158
*
```

Properties
gap between HOMO and LUMO (spin up / spin down) = 5.016 / 4.568 eV
HOMO (spin up / spin down) = -17.3 / -17.3 eV
⟨S²⟩ = 2.006

Here are the Löwdin charges for atoms 1 to 5, given in e: 0.299, -0.134, -0.113, -0.203, -0.243

---

[5]
The following is a DFT calculation (wB97M-V/def2-TZVPD) of a molecular structure, C5H15BNO6Si at a distorted geometry.

The geometry in ORCA input format:
```
! wB97M-V def2-TZVPD RIJCOSX def2/J DEFGRID3
* xyz -1 1
C 3.3412 -1.3014 0.7297
C 2.1633 -0.1328 0.5549
C 2.5992 0.6937 -0.8324
C 0.6507 -0.7444 0.3974
C -0.2985 -0.5910 1.7346
Si -1.7397 0.6901 1.3679
O -3.3334 0.0087 1.8091
B -3.8533 -0.5784 0.5555
O -3.0364 -1.5433 -0.2535
O -5.2201 -0.2431 0.0945
H 3.5518 -1.5782 1.8495
H 4.3392 -0.7783 0.3348
H 3.1640 -2.2298 0.0337
H 2.2944 0.6248 1.4560
H 1.6639 1.1324 -1.3958
H 3.4285 1.4991 -0.5972
H 3.0791 -0.1439 -1.5326
H 0.0978 -0.1278 -0.4623
H 0.6523 -1.8831 0.0405
H 0.2848 -0.2837 2.7068
H -0.8633 -1.6223 1.9383
H -1.8072 0.9287 -0.0907
H -1.5154 1.9937 1.9785
H -3.1504 -2.4834 0.1271
H -5.2119 -0.3709 -0.9192
N -0.3201 2.2661 -2.9063
O -0.2495 2.4261 -1.6765
O -1.3287 2.6442 -3.5249
O 0.6180 1.7281 -3.5174
*
```

Properties
energy relative to the best compared isomer or geometry (same formula, charge and spin) = 100.9 kcal per mole
gap between HOMO and LUMO = 6.890 eV
HOMO = -4.5 eV

Here are the Löwdin charges for atoms 1 to 5, given in e: -0.145, -0.370, -0.114, -0.233, -0.301

---

[6]
The following is a DFT calculation (wB97M-V/def2-TZVPD) of 3 unconnected molecules or ions with the total composition C5H15N2 at a distorted geometry.

The geometry in ORCA input format:
```
! wB97M-V def2-TZVPD RIJCOSX def2/J DEFGRID3
* xyz 1 1
N 0.1140 -1.5958 -1.7522
C -2.0480 1.1378 -3.5488
C -0.6847 1.1394 -3.3451
N 0.0556 -0.2319 0.6869
C 1.1727 -1.2439 2.6464
C 0.3026 -0.0611 2.1249
C 0.9256 1.2680 2.4667
H -0.7553 -1.9842 -2.0327
H 0.8857 -2.1323 -1.9944
H 0.0991 -1.1590 -0.8010
H -2.7059 0.2711 -3.1649
H -2.5991 2.0068 -3.9276
H -0.3408 0.2216 -2.7421
H 0.0705 1.8685 -3.6964
H -0.9384 -0.0401 0.5627
H 1.2705 -0.9481 3.7093
H 2.0399 -1.0304 2.0407
H 0.8265 -2.3283 2.5079
H -0.6384 -0.1705 2.7569
H 1.0057 1.4225 3.5670
H 1.8076 1.6603 1.8562
H 0.1349 1.9295 2.0796
*
```

Properties
energy relative to the best compared isomer or geometry (same formula, charge and spin) = 186.4 kcal per mole
gap between HOMO and LUMO = 3.703 eV
HOMO = -12.7 eV

Here are the Löwdin charges for atoms 1 to 5, given in e: 0.171, -0.068, -0.070, 0.328, -0.015